1.
{"formula": "C4H8O2P", "method": "ωB97M-V/def2-TZVPD", "elements": ["C", "C", "C", "C", "O", "O", "P", "H", "H", "H", "H", "H", "H", "H", "H"], "xyz": [[-3.37, -0.27, -0.41], [1.19, -1.85, -0.34], [-1.65, 1.92, 0.44], [0.72, -0.87, 0.68], [-3.13, 0.29, -1.48], [-4.24, -0.99, 0.00], [-2.15, 0.27, 1.12], [2.08, -1.59, -0.78], [1.37, -2.78, 0.24], [0.51, -2.07, -1.16], [-0.54, 1.64, 0.32], [-1.79, 2.44, 1.38], [-2.25, 2.23, -0.39], [0.94, 0.20, 0.48], [0.50, -1.26, 1.71]], "lumo_ha": [0.1353, 0.1438], "total_charge": -1, "e_homo_ev": [-3.3, -3.2], "energy_ev": -17659.352, "gap_ev": [6.96, 7.16]}

***

2.
{"formula": "H24O12", "method": "ωB97M-V/def2-TZVPD", "elements": ["O", "H", "H", "O", "H", "H", "O", "H", "H", "O", "H", "H", "O", "H", "H", "O", "H", "H", "O", "H", "H", "O", "H", "H", "O", "H", "H", "O", "H", "H", "O", "H", "H", "O", "H", "H"], "xyz": [[-0.40, 0.78, -0.66], [0.49, 0.69, -1.04], [-0.36, 1.63, -0.20], [3.64, 2.63, -1.34], [3.53, 2.15, -0.51], [4.21, 3.37, -1.11], [-5.14, -0.80, -0.38], [-4.27, -0.66, -0.78], [-5.66, -0.05, -0.69], [1.51, -1.87, -3.11], [0.62, -2.12, -2.83], [2.02, -2.69, -3.01], [2.03, -2.32, 1.95], [2.64, -1.58, 1.83], [2.53, -3.09, 1.68], [1.32, 4.43, -0.09], [2.11, 3.91, 0.08], [1.24, 4.43, -1.05], [-2.18, -1.59, 3.51], [-1.34, -1.23, 3.20], [-2.75, -0.82, 3.61], [0.81, 3.09, 2.87], [-0.15, 3.02, 2.95], [1.15, 2.56, 3.59], [-2.52, 0.43, 0.68], [-2.03, -0.40, 0.75], [-3.34, 0.27, 1.16], [3.44, -1.66, -0.55], [3.53, -1.70, 0.41], [2.56, -1.30, -0.69], [1.26, -4.58, -0.38], [0.49, -4.61, 0.20], [1.39, -3.64, -0.54], [-4.10, 1.27, -2.81], [-3.93, 1.70, -3.66], [-4.35, 0.37, -3.06]], "lumo_ha": -0.0100, "total_charge": 0, "e_homo_ev": -11.1, "energy_ev": -24958.794, "smiles": "O.O.O.O.O.O.O.O.O.O.O.O", "gap_ev": 10.86}

***

3.
{"formula": "C2H5N3O3", "method": "ωB97M-V/def2-TZVPD", "elements": ["N", "C", "N", "O", "O", "H", "H", "H", "H", "N", "C", "O", "H"], "xyz": [[0.86, 1.75, -0.32], [1.24, 0.66, 0.40], [1.10, -0.53, -0.07], [0.53, -0.85, -1.15], [1.63, -1.57, 0.69], [0.32, 1.53, -1.15], [0.57, 2.58, 0.18], [1.73, 0.78, 1.35], [1.36, -2.39, 0.25], [-1.99, -1.09, -0.22], [-2.71, -0.24, 0.18], [-3.51, 0.47, 0.64], [-1.15, -1.11, -0.79]], "lumo_ha": 0.0201, "total_charge": 0, "e_homo_ev": -8.8, "energy_ev": -12764.941, "smiles": "N/C=[N+](\\[O-])O.N=C=O", "gap_ev": 9.32}

***

4.
{"formula": "C5H6N2", "method": "ωB97M-V/def2-TZVPD", "elements": ["C", "C", "C", "N", "C", "C", "N", "H", "H", "H", "H", "H", "H"], "xyz": [[-1.38, -0.60, -0.10], [-1.04, 0.82, 0.43], [0.24, 0.54, -0.27], [1.46, 1.24, -0.73], [2.09, 0.18, -0.37], [0.95, -0.72, 0.03], [-0.15, -0.65, -1.01], [-2.29, -0.65, -0.70], [-1.40, -1.39, 0.66], [-1.64, 1.60, -0.03], [-0.93, 1.00, 1.50], [3.17, 0.08, -0.24], [0.91, -1.46, 0.82]], "lumo_ha": 0.0357, "total_charge": 0, "e_homo_ev": -8.7, "energy_ev": -8257.861, "gap_ev": 9.71}

***

5.
{"formula": "C3H5N3OS", "method": "ωB97M-V/def2-TZVPD", "elements": ["H", "N", "C", "C", "S", "C", "O", "N", "N", "H", "H", "H", "H"], "xyz": [[0.64, -2.50, -0.01], [1.11, -1.62, -0.13], [0.16, -0.69, 0.06], [0.36, 0.77, -0.22], [1.92, 1.25, -0.61], [-0.87, 1.37, -0.12], [-1.89, 0.48, 0.13], [-1.18, -0.89, 0.13], [-1.56, -1.67, 1.17], [2.40, -0.05, -0.84], [-1.04, 2.42, -0.09], [-2.66, -1.87, 1.06], [-1.44, -1.22, 2.05]], "lumo_ha": 0.0152, "total_charge": 0, "e_homo_ev": -8.2, "energy_ev": -20541.286, "smiles": "[H]/N=c1/c(S)con1N", "gap_ev": 8.57}

***

6.
{"formula": "C4H8ClNO3", "method": "ωB97M-V/def2-TZVPD", "elements": ["C", "C", "C", "C", "N", "O", "O", "O", "Cl", "H", "H", "H", "H", "H", "H", "H", "H"], "xyz": [[0.41, 1.91, -0.14], [0.00, -1.93, 0.52], [0.68, -0.56, 0.45], [-0.28, 0.58, 0.12], [-1.13, 0.22, -1.52], [0.07, 2.51, -1.25], [1.21, 2.33, 0.66], [1.28, -0.32, 1.69], [-1.56, 0.78, 1.29], [-0.93, -1.86, 1.07], [0.67, -2.61, 1.05], [-0.19, -2.33, -0.47], [1.45, -0.57, -0.35], [-2.07, -0.04, -1.24], [-0.66, -0.62, -1.86], [-0.55, 1.90, -1.74], [1.60, 0.60, 1.72]], "lumo_ha": 0.0195, "total_charge": 0, "e_homo_ev": -10.7, "energy_ev": -24432.175, "gap_ev": 11.20}

***

7.
{"formula": "C4H9N2", "method": "ωB97M-V/def2-TZVPD", "elements": ["C", "C", "C", "C", "N", "N", "H", "H", "H", "H", "H", "H", "H", "H", "H"], "xyz": [[-2.07, 0.15, 0.08], [-1.01, 1.09, 0.06], [-0.24, -0.04, -0.64], [2.18, 0.05, 0.09], [-3.09, -0.53, 0.10], [0.84, -0.62, 0.16], [-1.02, 1.99, -0.51], [-0.74, 1.32, 1.12], [-0.55, -0.50, -1.60], [3.00, -0.50, -0.41], [1.99, 1.13, -0.19], [2.43, 0.19, 1.15], [-3.36, -1.49, -0.12], [0.46, -0.77, 1.07], [1.17, -1.47, -0.37]], "lumo_ha": [-0.1249, -0.1249], "total_charge": 1, "e_homo_ev": [-12.0, -12.0], "energy_ev": -7262.888, "gap_ev": [8.60, 8.60]}

***

8.
{"formula": "C26H54O10S", "method": "ωB97M-V/def2-TZVPD", "elements": ["C", "C", "C", "C", "C", "C", "C", "C", "C", "C", "C", "C", "C", "O", "S", "O", "O", "O", "C", "C", "C", "C", "C", "C", "C", "H", "H", "H", "H", "H", "H", "H", "H", "H", "H", "H", "H", "H", "H", "H", "H", "H", "H", "H", "H", "H", "H", "H", "H", "H", "H", "H", "H", "H", "H", "H", "H", "H", "H", "H", "H", "H", "H", "H", "H", "H", "H", "C", "O", "C", "O", "O", "C", "H", "H", "H", "H", "H", "H", "C", "O", "C", "O", "O", "C", "H", "H", "H", "H", "H", "H"], "xyz": [[-9.21, -0.65, -2.82], [-7.94, 0.21, -3.45], [-6.50, -0.60, -3.36], [-5.55, 0.00, -2.13], [-3.97, 0.18, -2.61], [-3.06, -0.28, -1.30], [-1.43, -0.11, -1.55], [-0.74, -1.53, -1.01], [0.73, -1.31, -0.32], [1.89, -1.86, -1.37], [3.35, -1.12, -1.17], [3.51, 0.27, -2.06], [2.21, 1.27, -1.96], [2.32, 2.50, -2.78], [3.09, 3.76, -1.93], [2.69, 5.07, -2.72], [2.42, 4.01, -0.37], [3.41, 4.44, 0.36], [3.24, 4.09, 1.79], [4.14, 2.81, 2.25], [4.32, 1.68, 1.03], [3.69, 2.12, 3.67], [2.07, 1.98, 3.90], [1.84, 0.98, 5.22], [1.25, 1.29, 2.66], [-9.85, -1.20, -3.64], [-9.90, 0.09, -2.21], [-8.84, -1.48, -2.05], [-7.86, 1.26, -2.93], [-8.17, 0.37, -4.59], [-6.76, -1.71, -3.06], [-5.97, -0.52, -4.41], [-6.02, 1.00, -1.69], [-5.55, -0.77, -1.25], [-3.82, 1.32, -2.85], [-3.80, -0.50, -3.55], [-3.40, 0.42, -0.41], [-3.35, -1.40, -1.05], [-1.04, 0.77, -0.85], [-1.15, 0.14, -2.66], [-1.43, -2.05, -0.22], [-0.64, -2.24, -1.96], [0.92, -0.21, 0.04], [0.75, -1.98, 0.66], [1.51, -1.60, -2.46], [1.94, -3.03, -1.25], [4.17, -1.91, -1.52], [3.53, -0.95, -0.02], [3.64, -0.07, -3.18], [4.53, 0.76, -1.72], [2.00, 1.48, -0.83], [1.28, 0.67, -2.39], [3.62, 5.04, 2.40], [2.09, 3.99, 1.98], [5.24, 3.23, 2.43], [3.34, 1.06, 0.84], [5.16, 0.91, 1.39], [4.70, 2.18, 0.03], [4.11, 2.76, 4.58], [4.16, 1.04, 3.72], [1.57, 3.05, 4.08], [2.11, -0.13, 4.87], [0.73, 1.05, 5.64], [2.65, 1.28, 6.02], [1.76, 0.28, 2.30], [1.12, 1.98, 1.72], [0.16, 0.99, 3.03], [4.28, -0.77, 10.02], [3.39, -1.02, 8.93], [2.80, -2.24, 8.95], [2.97, -3.10, 9.80], [1.99, -2.33, 7.87], [1.30, -3.58, 7.76], [4.69, 0.23, 9.91], [3.74, -0.82, 10.98], [5.11, -1.49, 10.01], [0.64, -3.73, 8.62], [2.01, -4.40, 7.66], [0.68, -3.54, 6.86], [-0.17, -0.17, -6.20], [-0.80, -0.49, -7.44], [-1.72, -1.49, -7.35], [-2.03, -2.09, -6.34], [-2.24, -1.69, -8.59], [-3.23, -2.71, -8.65], [0.55, 0.64, -6.39], [-0.90, 0.19, -5.47], [0.38, -1.03, -5.81], [-4.09, -2.46, -8.02], [-2.80, -3.68, -8.36], [-3.57, -2.79, -9.69]], "lumo_ha": 0.0202, "total_charge": 0, "e_homo_ev": -9.6, "energy_ev": -59134.422, "gap_ev": 10.15}